Record 1
104
Properties=species:S:1:pos:R:3:forces:R:3:lowdin_charge:R:1 method="wB97M-V/def2-TZVPD" gap_ev=8.2 total_energy_ev=-134380.6004 e_homo_ev=-7.878 lumo_energy_ev=0.30 molar_mass_g_mol=705.79 smiles=COCc1cc(N)c2c(c1Br)Sc1ccccc1N2.CCO.CCO.CCO.CCO.CCO.CCO.CCO.CCO
C 0.4599 -5.8164 2.0459 -0.236 -0.610 -0.327 -0.110
O 0.4567 -5.0730 3.2678 0.749 0.462 -0.694 -0.252
C 0.8725 -3.7056 3.0322 -1.062 -0.177 -1.067 -0.181
C -0.3971 -2.8975 2.6082 -0.988 0.754 -0.007 -0.199
C -0.4370 -2.1908 1.3464 -1.054 0.032 0.689 0.027
C -1.6144 -1.4369 0.8720 0.807 -1.498 1.879 -0.212
N -1.4807 -0.7764 -0.3974 -0.329 -0.053 0.819 0.082
C -2.8001 -1.4246 1.7132 2.187 -1.012 0.544 -0.176
C -2.7431 -2.1414 3.0063 0.039 0.241 -0.986 -0.439
C -1.5814 -2.8698 3.4742 -0.281 1.118 -2.006 -0.550
Br -1.6607 -3.7774 5.2104 0.179 0.805 -1.374 0.719
S -4.2975 -2.0688 3.9714 0.075 -0.300 -0.986 0.914
C -5.5176 -2.2893 2.6218 0.337 0.488 -1.355 -0.418
C -6.6879 -3.1240 2.7774 0.108 0.598 -1.543 -0.094
C -7.6175 -3.3081 1.6671 2.280 1.486 -0.243 -0.084
C -7.2973 -2.6300 0.4141 0.863 0.331 1.267 -0.085
C -6.1219 -1.7630 0.2659 -0.281 -1.046 1.730 -0.020
C -5.1814 -1.5713 1.3751 -2.627 -1.586 0.285 -0.219
N -3.9955 -0.7343 1.2681 -0.296 -2.158 -0.156 0.074
H 0.1280 -5.2007 1.1674 0.222 -0.384 0.747 0.082
H 1.4679 -6.2666 1.8082 -0.812 0.581 0.338 0.098
H -0.2708 -6.6550 2.1596 0.602 0.678 -0.024 0.096
H 1.5584 -3.7132 2.1377 -0.252 0.326 1.087 0.121
H 1.3584 -3.2897 3.9457 -0.416 -0.455 -0.688 0.113
H 0.4828 -2.2260 0.6730 -1.334 0.139 1.059 0.107
H -2.0924 0.0367 -0.4894 0.209 -0.617 -0.248 0.050
H -1.5502 -1.4137 -1.1889 -0.240 0.330 0.240 0.086
H -6.8833 -3.6436 3.7474 0.362 0.587 -0.979 0.106
H -8.4946 -3.9753 1.8024 0.745 0.694 -0.306 0.096
H -7.9597 -2.7494 -0.4777 0.642 0.095 0.958 0.095
H -5.9575 -1.2768 -0.7205 -0.028 -0.362 0.900 0.091
H -3.8796 -0.5945 0.2572 -0.005 0.466 0.400 0.082
C 0.6250 -3.1718 -3.2435 0.042 -0.094 -0.204 -0.077
C 1.4042 -3.3435 -1.9543 -0.454 0.345 -0.078 -0.317
O 1.8856 -2.0825 -1.4990 0.257 -0.060 0.206 -0.102
H 1.2579 -2.7235 -4.0139 -0.141 -0.154 0.196 0.046
H 0.2527 -4.1330 -3.6060 -0.067 0.039 0.020 0.080
H -0.2257 -2.4991 -3.0949 -0.063 -0.103 0.075 0.065
H 2.2628 -3.9993 -2.1134 0.073 0.130 0.086 0.105
H 0.7761 -3.7827 -1.1704 0.021 -0.213 -0.048 0.093
H 1.1186 -1.5125 -1.3528 0.123 0.023 -0.038 0.058
C -3.9233 2.7277 -2.9696 -0.156 0.018 0.050 -0.080
C -3.0849 1.5265 -2.5876 -0.291 0.138 -0.334 -0.304
O -3.8589 0.6019 -1.8197 0.001 -0.209 0.213 -0.115
H -4.3035 3.2254 -2.0769 0.176 0.019 -0.186 0.051
H -3.3380 3.4430 -3.5498 -0.061 0.014 0.033 0.085
H -4.7917 2.4226 -3.5612 0.116 -0.040 -0.125 0.077
H -2.2323 1.8346 -1.9799 -0.072 -0.122 0.081 0.105
H -2.7077 1.0144 -3.4785 0.138 0.075 0.012 0.113
H -4.6061 0.3256 -2.3637 0.079 0.067 0.085 0.085
C -1.6442 4.2083 0.7337 -0.103 -0.109 0.130 -0.090
C -2.7352 5.2206 0.4447 -0.024 -0.509 0.204 -0.303
O -3.7211 4.6583 -0.4177 -0.104 0.190 -0.105 -0.100
H -1.1694 3.8808 -0.1942 0.038 0.130 0.021 0.076
H -0.8839 4.6319 1.3864 -0.051 -0.087 -0.041 0.055
H -2.0621 3.3165 1.2116 -0.069 0.067 0.054 0.079
H -2.3198 6.0996 -0.0518 -0.164 -0.038 -0.117 0.106
H -3.2209 5.5435 1.3712 0.141 0.124 0.040 0.112
H -4.0918 3.8874 0.0296 0.064 0.123 0.010 0.082
C 3.2381 4.2644 1.0850 0.080 -0.070 0.058 -0.086
C 1.7955 4.1933 0.6234 0.161 0.301 -0.010 -0.316
O 1.1024 5.3868 0.9739 0.245 -0.140 -0.064 -0.132
H 3.2868 4.4082 2.1662 -0.049 -0.076 -0.042 0.079
H 3.7767 3.3503 0.8264 0.025 0.049 0.005 0.075
H 3.7493 5.1146 0.6259 0.000 -0.078 -0.074 0.075
H 1.2831 3.3560 1.1002 -0.087 0.105 -0.017 0.111
H 1.7405 4.0593 -0.4624 0.040 -0.184 0.002 0.113
H 1.5544 6.1252 0.5420 -0.039 0.008 0.160 0.064
C 5.8255 -2.9246 -1.9732 0.033 0.106 -0.114 -0.091
C 5.6183 -4.3531 -1.5095 -0.342 0.294 0.059 -0.324
O 4.9838 -4.3726 -0.2356 0.021 -0.169 0.086 -0.086
H 6.4354 -2.3724 -1.2557 0.027 -0.083 -0.043 0.079
H 6.3177 -2.8964 -2.9486 -0.005 0.030 0.013 0.071
H 4.8672 -2.4014 -2.0472 -0.007 -0.043 -0.057 0.062
H 6.5748 -4.8683 -1.4145 -0.105 -0.046 0.141 0.111
H 4.9969 -4.9075 -2.2216 0.147 -0.034 -0.141 0.102
H 4.1337 -3.9238 -0.3266 0.130 0.012 0.043 0.066
C 3.8467 -1.9990 -7.3417 -0.026 -0.026 -0.112 -0.093
C 3.0903 -1.1756 -6.3171 0.370 -0.205 0.067 -0.307
O 2.8163 -1.9545 -5.1559 0.026 0.089 -0.100 -0.104
H 3.2693 -2.8815 -7.6248 -0.035 0.090 -0.012 0.077
H 4.0553 -1.4119 -8.2384 0.045 -0.045 0.019 0.074
H 4.7939 -2.3556 -6.9280 0.027 0.109 -0.038 0.072
H 2.1366 -0.8396 -6.7259 -0.028 -0.060 0.172 0.114
H 3.6692 -0.2948 -6.0218 -0.051 0.089 -0.149 0.110
H 3.6625 -2.2418 -4.7913 -0.127 0.055 0.018 0.084
C 3.4647 -1.7143 6.0326 -0.124 0.036 0.047 -0.092
C 3.8735 -1.5743 4.5785 0.247 -0.261 0.314 -0.330
O 5.2634 -1.2824 4.4823 0.035 0.154 -0.150 -0.085
H 3.6818 -0.7954 6.5807 -0.064 0.003 -0.084 0.077
H 2.3979 -1.9333 6.1204 0.032 -0.026 0.062 0.068
H 4.0282 -2.5165 6.5169 -0.093 -0.062 -0.054 0.074
H 3.3245 -0.7594 4.1048 0.180 0.015 -0.058 0.114
H 3.6680 -2.4971 4.0256 -0.172 0.035 -0.021 0.096
H 5.7433 -2.0103 4.8943 -0.048 0.105 -0.075 0.081
C -0.8778 9.6945 1.0020 -0.008 0.085 0.065 -0.088
C 0.0992 9.1167 -0.0033 -0.240 -0.166 0.138 -0.304
O 0.6885 7.9241 0.5063 0.025 0.196 -0.126 -0.104
H -0.3720 9.9132 1.9445 0.029 0.036 -0.085 0.078
H -1.3305 10.6131 0.6233 -0.034 -0.042 0.031 0.075
H -1.6729 8.9775 1.2245 -0.038 0.051 -0.094 0.070
H 0.9023 9.8258 -0.2067 0.062 -0.157 0.017 0.113
H -0.4048 8.8854 -0.9474 -0.001 0.172 -0.052 0.110
H -0.0247 7.2947 0.6768 0.123 0.034 0.068 0.067

Record 2
119
Properties=species:S:1:pos:R:3:forces:R:3:lowdin_spin:R:1 method="wB97M-V/def2-TZVPD" gap_ev="5.0 / 5.1" relative_energy_kj_mol=73.8 total_energy_ev=-327150.9873 s_squared=0.756 e_homo_ev="-1.016 / -1.163" lumo_energy_ev="3.97 / 3.98" molar_mass_g_mol=1258.59 total_charge=-2 multiplicity=2
Sc 0.0031 -0.4944 -1.2307 0.020 -1.159 -0.441 0.012
F -0.5177 1.3900 -1.2068 -0.232 0.498 0.200 0.001
Ge -0.2737 1.1348 1.2623 -0.413 0.164 0.576 0.008
C 0.0100 1.0839 3.2831 0.030 0.026 0.080 0.005
C 0.0353 2.1174 4.2267 0.069 -0.122 -0.080 0.001
C 0.3142 1.8849 5.5713 0.008 -0.057 -0.064 0.001
C 0.5726 0.5985 6.0210 -0.033 0.048 -0.070 0.001
C 0.5559 -0.4463 5.1080 0.063 -0.066 -0.011 0.002
C 0.2989 -0.1991 3.7650 -0.003 0.011 -0.180 0.009
P 0.1745 -1.5634 2.5473 -0.268 0.020 0.391 0.058
C 1.7190 -2.5766 2.6276 0.012 0.018 -0.095 0.006
C 1.8199 -3.8186 2.0082 -0.042 -0.046 0.018 0.000
C 3.0179 -4.5244 2.0045 -0.025 0.032 0.045 0.000
C 4.1317 -4.0048 2.6442 -0.034 0.035 0.010 -0.001
C 4.0411 -2.7692 3.2757 -0.033 -0.011 -0.032 0.001
C 2.8525 -2.0559 3.2561 -0.017 -0.011 0.000 0.001
C -0.9607 -2.6625 3.5794 -0.030 0.027 -0.113 0.003
C -0.6651 -3.9383 4.0442 0.015 -0.008 0.096 0.000
C -1.5866 -4.6709 4.7945 0.044 0.072 -0.031 0.000
C -2.8226 -4.1319 5.0995 -0.003 0.080 -0.060 0.000
C -3.1340 -2.8504 4.6488 0.038 -0.059 0.028 0.001
C -2.2181 -2.1343 3.9001 0.011 0.056 -0.044 0.011
C -2.1844 1.8449 1.0142 -0.194 0.026 -0.057 -0.003
C -2.6067 2.7481 2.0036 -0.017 -0.103 -0.097 0.000
C -3.8155 3.4296 1.9559 0.017 -0.019 -0.044 0.000
C -4.6671 3.2251 0.8840 0.040 -0.022 0.031 0.000
C -4.3048 2.3022 -0.0839 0.005 -0.073 -0.020 0.000
C -3.1053 1.5853 -0.0332 0.024 0.021 0.055 0.001
P -2.8697 0.2841 -1.3637 -0.115 0.294 0.075 0.001
C -4.4031 -0.7274 -1.1957 0.093 -0.092 -0.072 0.002
C -4.6100 -1.6613 -2.2142 0.001 -0.003 -0.051 0.000
C -5.6661 -2.5585 -2.1614 0.016 0.038 0.018 0.001
C -6.5359 -2.5479 -1.0771 0.045 0.042 0.022 0.000
C -6.3270 -1.6400 -0.0482 0.040 0.011 -0.042 0.002
C -5.2655 -0.7423 -0.1047 -0.053 0.003 0.016 0.004
C -3.3404 1.2296 -2.8961 0.046 0.070 0.021 0.000
C -2.3072 1.7327 -3.6887 -0.015 -0.047 -0.002 0.000
C -2.5802 2.4258 -4.8616 -0.042 -0.028 0.012 0.000
C -3.8909 2.6193 -5.2754 0.024 -0.022 0.043 0.000
C -4.9303 2.1086 -4.5086 0.055 -0.019 0.042 0.000
C -4.6527 1.4187 -3.3346 -0.029 0.031 0.032 0.000
C 0.7747 2.8033 0.7143 0.105 0.176 -0.108 0.001
C 0.5533 3.9932 1.4189 0.028 -0.078 -0.113 0.000
C 1.3133 5.1410 1.2336 0.044 -0.027 -0.046 0.000
C 2.3274 5.1414 0.2898 -0.063 -0.006 0.041 0.000
C 2.5237 4.0021 -0.4744 0.007 -0.050 -0.050 0.000
C 1.7714 2.8397 -0.2854 0.025 -0.015 0.031 0.002
P 2.0341 1.4919 -1.5564 -0.115 0.261 0.004 0.003
C 3.8402 1.1806 -1.5415 0.012 -0.028 -0.038 0.002
C 4.3364 0.3273 -2.5335 -0.021 -0.022 -0.011 0.001
C 5.6816 -0.0136 -2.5726 -0.012 -0.007 0.060 0.000
C 6.5477 0.4520 -1.5900 -0.063 0.008 -0.009 0.000
C 6.0530 1.2528 -0.5693 -0.032 -0.008 -0.030 0.000
C 4.7116 1.6155 -0.5469 0.040 0.022 0.059 0.003
C 1.8328 2.5883 -3.0483 0.146 -0.028 0.020 0.000
C 0.6955 3.3978 -3.1054 -0.059 0.019 0.013 0.000
C 0.4460 4.2045 -4.2052 0.012 -0.020 0.013 0.000
C 1.3258 4.2246 -5.2808 0.006 -0.039 0.050 0.000
C 2.4577 3.4256 -5.2381 -0.031 -0.005 0.057 0.000
C 2.7056 2.6177 -4.1336 -0.015 0.003 -0.008 0.000
H -0.1322 3.1419 3.9260 -0.040 0.024 -0.040 0.000
H 0.3293 2.7165 6.2677 -0.001 0.003 -0.014 0.000
H 0.7776 0.4086 7.0681 0.009 -0.005 -0.007 0.000
H 0.7437 -1.4611 5.4425 -0.013 -0.006 0.001 0.000
H 0.9623 -4.2422 1.5023 -0.038 -0.016 0.045 0.000
H 3.0750 -5.4753 1.4875 -0.010 0.018 -0.009 0.000
H 5.0687 -4.5488 2.6371 0.005 0.004 0.000 0.000
H 4.9112 -2.3412 3.7592 -0.004 0.004 0.006 0.000
H 2.8137 -1.0684 3.6970 -0.012 -0.002 -0.001 0.000
H 0.2980 -4.3818 3.8417 0.047 -0.025 -0.037 0.000
H -1.3263 -5.6659 5.1365 0.010 -0.004 -0.005 0.000
H -3.5426 -4.7020 5.6751 -0.003 0.012 0.004 0.000
H -4.1008 -2.4149 4.8715 0.001 0.003 0.000 0.000
H -2.4798 -1.1459 3.5372 0.013 -0.028 0.007 0.003
H -1.9747 2.9230 2.8633 0.050 -0.002 0.016 0.000
H -4.0815 4.1222 2.7476 0.017 -0.009 0.007 0.000
H -5.6079 3.7590 0.8068 0.012 -0.009 -0.010 0.000
H -4.9893 2.1240 -0.9050 0.021 0.004 0.031 0.000
H -3.9192 -1.6887 -3.0518 0.004 -0.007 0.007 0.000
H -5.8028 -3.2748 -2.9631 0.008 0.003 0.002 0.000
H -7.3575 -3.2531 -1.0272 -0.001 0.006 0.001 0.000
H -6.9840 -1.6381 0.8140 0.006 0.007 0.006 0.000
H -5.1000 -0.0604 0.7193 0.006 0.002 0.004 0.001
H -1.2816 1.5335 -3.4112 0.033 -0.010 0.005 0.000
H -1.7541 2.7862 -5.4631 -0.007 -0.002 0.011 0.000
H -4.1019 3.1474 -6.1988 0.001 0.001 0.006 0.000
H -5.9589 2.2376 -4.8262 -0.004 -0.005 0.005 0.000
H -5.4772 1.0136 -2.7596 -0.006 -0.027 -0.016 0.000
H -0.2617 4.0464 2.1257 -0.049 -0.031 0.044 0.000
H 1.1047 6.0311 1.8178 -0.009 -0.006 0.002 0.000
H 2.9321 6.0250 0.1202 0.004 -0.009 0.000 0.000
H 3.2664 4.0274 -1.2662 -0.011 -0.016 0.022 0.000
H 3.6481 -0.0915 -3.2633 0.013 0.001 0.013 0.000
H 6.0485 -0.6624 -3.3598 -0.019 -0.008 0.012 0.000
H 7.5955 0.1751 -1.6091 -0.004 0.003 0.000 0.000
H 6.7122 1.5951 0.2197 0.002 0.001 0.006 0.000
H 4.3333 2.2273 0.2625 0.007 -0.013 -0.013 0.001
H -0.0033 3.3903 -2.2774 0.015 -0.006 -0.027 0.000
H -0.4511 4.8119 -4.2216 -0.002 0.009 0.003 0.000
H 1.1278 4.8514 -6.1425 -0.004 0.003 0.002 0.000
H 3.1556 3.4239 -6.0675 0.003 -0.007 0.001 0.000
H 3.5992 2.0108 -4.1318 0.021 -0.014 0.009 0.000
S 1.6552 -0.1865 0.9277 0.157 0.155 -0.157 0.104
Se 0.0425 -1.1213 -3.5999 0.142 0.005 0.276 0.014
S -2.0663 -2.0480 0.5805 -0.065 0.250 0.151 0.277
C -0.9795 -0.9655 1.3169 0.488 -0.006 -0.166 0.403
Se -0.6003 -4.1797 -0.7231 0.046 0.106 -0.100 0.039
N 0.6320 -2.8762 -0.7313 -0.194 -0.143 -0.430 0.005
C 1.7635 -3.4022 -1.1450 0.436 0.070 0.265 0.000
C 3.0095 -2.6878 -1.2321 -0.288 0.008 0.021 0.000
C 4.1192 -3.3580 -1.6010 0.159 -0.246 -0.083 0.000
C 4.0887 -4.7645 -1.9247 0.149 0.250 0.027 0.000
C 2.9488 -5.4804 -1.8447 -0.262 0.039 0.095 0.001
C 1.7398 -4.8147 -1.4318 0.227 -0.048 -0.116 0.001
N 0.5759 -5.4015 -1.2828 -0.171 -0.149 0.018 0.012
H 3.0366 -1.6425 -0.9584 -0.018 0.036 -0.035 0.001
H 5.0632 -2.8290 -1.6491 0.017 -0.002 -0.022 0.000
H 5.0065 -5.2500 -2.2366 0.017 0.029 0.009 0.000
H 2.9134 -6.5357 -2.0818 -0.040 -0.006 0.008 0.000

Record 3
35
Properties=species:S:1:pos:R:3:forces:R:3:nbo_charge:R:1 method="wB97M-V/def2-TZVPD" gap_ev="4.4 / 4.4" relative_energy_kj_mol=75.3 total_energy_ev=-81398.2554 e_homo_ev="-0.472 / -0.469" lumo_energy_ev="3.93 / 3.93" molar_mass_g_mol=657.72 total_charge=-2
Pd 0.7843 0.6262 -0.3929 0.145 0.186 -0.382 0.913
Cl -0.1218 -3.3989 5.1982 0.013 0.024 -0.091 -0.073
C 0.0878 -2.7980 3.5571 0.008 0.077 0.127 -0.124
C -0.0381 -3.6598 2.5061 -0.027 -0.070 -0.161 -0.218
C 0.1157 -3.2192 1.1870 0.030 0.054 0.127 -0.318
I -0.0907 -4.5664 -0.3824 -0.004 -0.041 -0.044 0.107
C 0.4098 -1.8829 0.8599 0.025 0.058 0.316 0.443
O 0.5725 -1.4529 -0.3191 -0.096 -0.254 -0.097 -0.691
C 0.5342 -0.9863 2.0100 -0.016 -0.138 -0.020 0.052
N 0.8150 0.3147 1.7168 -0.048 -0.291 0.032 -0.438
C 0.9492 1.1919 2.6783 -0.025 0.068 0.245 0.047
C 0.8084 0.8254 4.0367 0.077 0.280 -0.229 -0.257
C 0.5262 -0.4634 4.3624 -0.044 -0.231 0.033 -0.178
C 0.3783 -1.4316 3.3392 0.021 0.090 0.057 -0.034
H -0.2658 -4.6998 2.7007 0.004 -0.002 -0.034 0.222
H 1.1669 2.2093 2.3770 0.019 0.026 0.043 0.258
H 0.9276 1.5810 4.8021 -0.002 0.016 -0.023 0.211
H 0.4117 -0.7630 5.3961 -0.003 -0.023 -0.014 0.212
F 2.6407 4.4111 -0.3761 -0.029 -0.021 0.011 -0.566
B 1.4642 4.1588 0.3210 0.052 -0.029 0.134 1.362
F 1.7406 4.1001 1.7181 -0.042 -0.007 -0.130 -0.589
F 0.5070 5.1433 0.0785 0.008 -0.024 0.002 -0.570
F 0.9271 2.8797 -0.0678 0.019 0.263 0.001 -0.579
Cl -2.0411 0.6471 -0.9753 -0.038 -0.057 -0.047 -0.077
C -1.5878 0.3075 -2.6470 0.119 0.025 0.022 -0.127
C -2.6181 0.0190 -3.5084 -0.049 -0.008 -0.077 -0.221
C -2.4012 -0.1762 -4.8713 0.030 0.011 0.084 -0.381
C -1.0862 -0.0387 -5.3268 0.008 -0.020 -0.069 -0.232
C -0.0578 0.2471 -4.4703 0.026 0.012 0.033 -0.092
Cl 1.5561 0.4050 -5.1530 -0.084 -0.006 0.056 -0.074
C -0.1857 0.4192 -3.0270 -0.078 0.060 -0.092 0.086
N 0.8625 0.6647 -2.3007 -0.067 -0.044 0.160 -0.652
H -3.6225 -0.0395 -3.1024 0.025 0.005 0.013 0.198
H -3.2139 -0.4116 -5.5456 0.011 0.002 0.004 0.185
H -0.8549 -0.1633 -6.3791 0.011 0.008 0.011 0.196